Formula: C24H27N
Source: OMol25
Level of theory: ωB97M-V with the def2-TZVPD basis set

The geometry in XYZ format:
```
52
Properties=species:S:1:pos:R:3:forces:R:3:lowdin_charge:R:1
C 1.294954 -1.273317 -3.618025 -0.0115 0.1407 0.3631 -0.05
C 1.316655 -1.487895 -2.101863 0.1394 -0.3101 -0.2925 -0.40
C 2.193944 -2.701697 -1.729642 -0.0570 0.4496 0.1027 -0.12
C 2.365967 -2.754938 -0.241463 0.0869 -0.1506 -0.0773 -0.25
C 3.383208 -2.036746 0.374965 -0.0230 -0.0286 -0.0473 -0.05
C 3.502249 -2.019797 1.753184 0.0698 0.0949 0.0885 -0.09
C 2.600430 -2.720924 2.535206 0.0051 0.0311 0.1210 -0.10
C 1.583472 -3.439427 1.930234 -0.0581 -0.0566 0.0696 -0.09
C 1.466876 -3.454847 0.551811 0.0566 -0.0523 0.0214 -0.06
N -0.011758 -1.680796 -1.545855 -0.2342 -0.1917 -0.1957 -0.03
C -0.655771 -0.502051 -0.996535 0.0823 0.0257 0.2732 -0.21
C -0.223358 -0.317466 0.461710 -0.1496 0.2265 -0.1650 -0.13
C -0.757726 0.963608 1.125669 0.1013 -0.2741 0.0652 -0.22
C -2.269014 0.957558 1.066479 -0.0318 0.0206 0.1466 -0.22
C -2.956888 1.517640 -0.003765 -0.0303 -0.0228 0.0090 -0.05
C -4.338011 1.466110 -0.059521 -0.0405 0.0136 -0.0921 -0.08
C -5.054415 0.850057 0.952483 -0.1137 -0.0199 0.0239 -0.10
C -4.379371 0.286023 2.020842 -0.1119 -0.0607 0.0415 -0.08
C -2.997791 0.340233 2.074931 0.0557 0.0215 -0.0424 -0.03
C -0.178015 2.260270 0.602120 0.0597 0.0929 0.0768 -0.19
C 0.948544 2.329222 -0.205922 -0.0538 -0.0682 0.0457 -0.04
C 1.445845 3.550954 -0.629418 0.1012 0.1029 -0.0651 -0.08
C 0.832174 4.728730 -0.245394 0.0757 0.0512 -0.0640 -0.10
C -0.278795 4.675870 0.579716 -0.0511 0.0613 0.0629 -0.08
C -0.772998 3.455910 0.999738 0.0656 0.0549 0.0053 -0.04
H 2.293727 -1.065863 -3.994337 0.1054 0.0008 -0.1016 0.08
H 0.914449 -2.162273 -4.118643 -0.0418 -0.1066 -0.0696 0.08
H 0.651617 -0.431270 -3.868754 -0.0545 0.0608 -0.0663 0.07
H 1.755734 -0.602677 -1.628963 -0.0210 -0.0317 0.0195 0.13
H 3.163334 -2.604287 -2.221417 0.0439 -0.0852 -0.0384 0.12
H 1.705705 -3.608435 -2.088711 0.0079 -0.0399 -0.0951 0.12
H 4.089722 -1.485673 -0.231016 0.0771 0.0501 -0.0785 0.11
H 4.299418 -1.457582 2.218307 0.0603 0.0353 0.0332 0.10
H 2.691469 -2.707308 3.611604 0.0075 -0.0060 0.0797 0.10
H 0.876627 -3.987812 2.536445 -0.0569 -0.0472 0.0430 0.10
H 0.666221 -4.005407 0.082145 -0.0786 -0.0482 -0.0515 0.11
H -0.604159 -2.143522 -2.224245 0.0135 0.0862 0.0187 0.12
H -0.431399 0.407576 -1.576001 -0.0942 -0.0433 -0.0202 0.12
H -1.736851 -0.654524 -1.026324 0.0670 0.0524 -0.0534 0.12
H 0.864576 -0.342397 0.530130 0.1039 -0.0547 0.0313 0.10
H -0.589267 -1.177625 1.025412 0.0567 -0.0097 0.0128 0.12
H -0.467585 0.903249 2.184533 -0.0886 -0.0033 -0.1035 0.15
H -2.406680 2.006522 -0.794534 0.0456 0.0597 -0.0690 0.12
H -4.857547 1.909420 -0.896855 -0.0391 0.0329 -0.0653 0.10
H -6.132982 0.811658 0.909144 -0.0818 0.0017 0.0021 0.10
H -4.930222 -0.195694 2.815752 -0.0428 -0.0302 0.0642 0.10
H -2.476987 -0.101287 2.913368 0.0792 -0.0313 0.0884 0.11
H 1.460140 1.430308 -0.510870 0.0208 -0.1484 -0.0380 0.09
H 2.321065 3.579074 -1.262852 0.0633 0.0027 -0.0464 0.10
H 1.219206 5.680054 -0.579562 0.0306 0.0710 -0.0291 0.10
H -0.761213 5.588666 0.898077 -0.0369 0.0712 0.0305 0.10
H -1.638527 3.424823 1.646483 -0.0790 0.0090 0.0275 0.12
```
Positions in Å, forces in eV/Å.

The value obtained for the strongest force on any atom is 0.5 eV Å⁻¹. The frontier orbital gap comes out at 9.3 eV. The calculation puts the HOMO energy at -8.456 eV. As for the LUMO energy: 0.83 eV. The value obtained for the total energy is -26816.8125 eV. The spin multiplicity is 1.